62
Properties=species:S:1:pos:R:3:forces:R:3 method="wB97M-V/def2-TZVPD" lumo_energy_ev=-0.62 mol_weight_g_mol=783.2 e_homo_ev=-8.7 gap_ev=8.095
O 1.947039 -0.312894 2.419263 1.0 -0.2 0.7
C 0.869254 -0.079083 1.992384 -1.4 0.9 -0.1
N -0.270202 -0.928756 2.061253 1.3 -1.0 -1.3
C -0.832260 -0.779451 0.755787 -0.2 0.6 1.0
O -1.197708 -1.687137 0.074472 -0.6 -0.4 -0.5
C -0.700952 0.685992 0.449804 -0.1 -0.2 -0.2
C 0.385454 1.100116 1.194712 -0.1 0.6 -0.2
C 0.810677 2.411919 1.149504 -0.2 -0.3 0.0
C 0.136203 3.298960 0.312265 0.1 0.4 0.3
P 0.807235 5.038067 0.300842 0.5 0.4 -1.0
O -0.425296 5.848649 1.020031 -0.1 -0.3 0.2
O 1.879149 4.903318 1.546810 -0.4 0.1 0.2
C -0.960140 2.862719 -0.459533 0.0 -0.9 0.3
S -1.762370 3.945904 -1.600999 -0.8 0.8 -0.3
O -1.111945 5.210836 -1.712061 0.9 -0.1 0.2
O -3.180521 3.994434 -1.416543 -0.1 -0.6 0.2
C -1.494309 3.114559 -3.278077 0.4 0.6 -0.1
F -2.659699 2.839296 -3.835737 -0.2 -0.3 0.0
F -0.746375 2.019563 -3.190114 -0.1 -0.3 0.0
F -0.860870 3.981966 -4.055668 0.1 0.1 0.0
C -1.439449 1.531272 -0.375074 0.1 0.2 0.1
C -2.650223 0.996967 -1.115574 0.4 -0.3 0.0
C -3.670762 0.182155 -0.314191 -0.1 0.3 -0.2
C -4.456079 0.812105 0.819780 -0.2 0.3 0.1
F -5.332709 -0.148466 1.234358 -0.1 -0.2 -0.1
Br -3.382845 1.204656 2.390058 0.4 -0.6 0.1
C -5.355396 2.067993 0.427075 -0.1 -0.1 1.0
F -5.383743 2.251238 -0.888296 0.2 0.0 -0.2
F -6.614295 1.803606 0.810638 -0.1 0.0 -0.1
Br -4.865516 3.689902 1.370196 -0.3 0.6 -0.6
H 0.068906 -1.894529 2.158918 -0.4 0.0 0.4
H 1.653136 2.735296 1.736239 0.0 0.1 0.0
H -1.159814 5.270191 1.259004 0.0 0.2 0.2
H 1.651040 5.587462 2.191063 0.1 -0.1 0.2
H -2.255240 0.307921 -1.862493 0.0 -0.2 0.0
H -3.161315 1.755871 -1.684297 -0.1 0.3 0.1
H -3.242744 -0.724830 0.085854 0.2 -0.1 0.1
H -4.424407 -0.152484 -1.025644 -0.1 0.0 -0.1
O 3.003356 1.212201 0.105502 0.3 0.1 -0.2
C 3.977367 0.524473 0.002941 -0.2 0.0 -0.2
O 5.197372 0.922281 0.417774 0.1 0.0 0.0
C 6.185363 -0.066123 0.077999 0.1 -0.1 0.0
C 5.407241 -1.365182 -0.087735 -0.1 -0.1 -0.1
C 4.062780 -0.859918 -0.607603 0.3 -0.2 0.3
H 6.679577 0.244397 -0.845022 0.0 0.0 0.0
H 6.924532 -0.112386 0.873506 0.0 0.1 0.1
H 5.900864 -2.080142 -0.743102 0.0 0.1 0.0
H 5.268064 -1.838933 0.884580 0.0 0.0 0.0
H 4.049760 -0.760054 -1.694265 -0.1 0.0 0.0
H 3.227609 -1.473784 -0.279447 -0.1 0.1 -0.1
O 0.782781 -3.583073 1.451849 0.1 0.1 0.1
C 0.488805 -4.603467 0.897286 0.2 0.0 0.0
O -0.600974 -5.319107 1.228884 0.0 0.0 0.0
C -0.644433 -6.542190 0.471407 0.0 -0.1 -0.1
C 0.210994 -6.275895 -0.760216 0.1 0.0 0.0
C 1.250620 -5.299132 -0.212520 -0.4 -0.1 -0.2
H -0.242579 -7.345256 1.092324 0.0 0.0 0.0
H -1.679105 -6.769737 0.229559 -0.1 0.1 0.1
H 0.631614 -7.180521 -1.193951 0.0 0.0 0.1
H -0.387777 -5.782146 -1.526188 0.0 0.0 0.0
H 2.108950 -5.811168 0.225001 0.0 0.1 0.0
H 1.586312 -4.580439 -0.954570 0.2 0.1 0.1